Run w
{"formula": "C4H10N2O2", "method": "the ωB97M-V functional and the def2-TZVPD basis", "species": ["C", "C", "C", "O", "O", "N", "C", "N", "H", "H", "H", "H", "H", "H", "H", "H", "H", "H"], "xyz": [[1.330, -1.322, 0.052], [0.374, -0.161, 0.149], [0.804, 1.100, 0.095], [2.163, 1.500, 0.222], [0.129, 2.256, 0.247], [-1.005, -0.514, 0.252], [-1.633, -0.828, -1.020], [-1.843, 0.348, 1.002], [0.795, -2.235, 0.310], [1.727, -1.442, -0.958], [2.165, -1.227, 0.750], [2.734, 0.788, -0.088], [0.973, 2.849, 0.354], [-1.035, -1.574, -1.539], [-2.624, -1.227, -0.819], [-1.733, 0.057, -1.663], [-1.780, 1.318, 0.684], [-1.540, 0.313, 1.970]], "nbo_charge": [-0.65, -0.04, 0.54, -0.74, -0.69, -0.29, -0.41, -0.66, 0.24, 0.21, 0.21, 0.49, 0.51, 0.19, 0.21, 0.17, 0.34, 0.35], "molar_mass_g_mol": 118.14, "spin_multiplicity": 1, "homo_ha": -0.289}

=====

Run x
{"formula": "C4H10N2O2", "method": "the ωB97M-V functional and the def2-TZVPD basis", "species": ["C", "N", "C", "C", "O", "C", "N", "O", "H", "H", "H", "H", "H", "H", "H", "H", "H", "H"], "xyz": [[2.204, 0.495, -1.034], [1.035, -0.393, -1.127], [0.208, -0.379, 0.059], [-0.873, -1.440, -0.046], [-0.988, -2.112, 1.225], [-0.447, 1.003, 0.183], [-0.614, 1.483, 1.438], [-0.716, 1.616, -0.829], [2.678, 0.297, -0.070], [1.908, 1.546, -1.094], [2.887, 0.206, -1.822], [0.460, -0.136, -1.920], [0.876, -0.613, 0.893], [-1.835, -1.043, -0.378], [-0.490, -2.157, -0.768], [-1.864, -2.511, 1.230], [-0.682, 0.821, 2.190], [-0.992, 2.405, 1.577]], "nbo_charge": [-0.42, -0.61, -0.18, -0.07, -0.73, 0.66, -0.82, -0.63, 0.19, 0.18, 0.20, 0.37, 0.22, 0.17, 0.19, 0.47, 0.40, 0.40], "molar_mass_g_mol": 118.14, "spin_multiplicity": 1, "homo_ha": -0.327}

=====

It is run w that is the least stable of them.

=====

Run w
{"formula": "C28H36CsN3O6", "method": "the ωB97M-V functional and the def2-TZVPD basis", "species": ["Cs", "C", "O", "C", "C", "O", "C", "C", "O", "C", "H", "H", "H", "H", "H", "H", "H", "H", "H", "H", "H", "H", "H", "H", "C", "O", "C", "C", "C", "C", "C", "C", "N", "C", "N", "C", "C", "C", "C", "C", "C", "O", "C", "N", "C", "C", "C", "C", "C", "C", "O", "C", "H", "H", "H", "H", "H", "H", "H", "H", "H", "H", "H", "H", "H", "H", "H", "H", "H", "H", "H", "H", "H", "H"], "xyz": [[0.638, 0.244, 0.233], [-1.430, 3.172, -0.120], [-1.185, 2.438, 1.068], [-2.301, 1.667, 1.471], [-2.023, 1.013, 2.807], [-0.973, 0.062, 2.740], [-1.245, -1.229, 3.251], [-1.854, -2.150, 2.212], [-1.006, -2.405, 1.111], [0.015, -3.348, 1.371], [-2.220, 3.911, 0.048], [-1.707, 2.513, -0.950], [-0.508, 3.690, -0.376], [-2.544, 0.914, 0.708], [-3.171, 2.328, 1.596], [-2.948, 0.540, 3.155], [-1.750, 1.787, 3.532], [-1.918, -1.171, 4.116], [-0.292, -1.625, 3.607], [-2.758, -1.699, 1.799], [-2.143, -3.090, 2.705], [-0.408, -4.269, 1.789], [0.773, -2.962, 2.061], [0.492, -3.572, 0.419], [4.363, 3.299, -3.091], [4.141, 2.931, -1.734], [5.308, 2.625, -1.067], [5.946, 3.589, -0.308], [7.105, 3.283, 0.391], [7.618, 1.996, 0.321], [6.972, 1.024, -0.424], [5.807, 1.319, -1.123], [5.161, 0.340, -1.905], [3.720, 0.246, -1.780], [3.143, 0.266, -2.991], [1.778, 0.208, -3.472], [0.653, 0.068, -2.681], [-0.565, 0.032, -3.386], [-0.650, 0.096, -4.767], [0.507, 0.263, -5.529], [1.725, 0.334, -4.875], [2.929, 0.521, -5.535], [2.904, 0.525, -6.944], [3.116, 0.156, -0.645], [3.844, -0.005, 0.553], [3.666, 0.899, 1.600], [4.303, 0.740, 2.824], [5.113, -0.360, 3.031], [5.281, -1.300, 2.020], [4.653, -1.131, 0.796], [4.786, -2.010, -0.248], [5.470, -3.221, 0.002], [3.384, 3.410, -3.551], [4.923, 2.520, -3.615], [4.916, 4.242, -3.141], [5.508, 4.578, -0.278], [7.599, 4.040, 0.984], [8.520, 1.740, 0.862], [7.363, 0.013, -0.451], [5.563, -0.578, -1.753], [3.831, 0.390, -3.716], [-1.506, -0.088, -2.846], [-1.611, 0.036, -5.268], [0.442, 0.339, -6.605], [3.939, 0.611, -7.268], [2.331, 1.376, -7.325], [2.473, -0.402, -7.332], [3.032, 1.764, 1.440], [4.160, 1.475, 3.604], [5.619, -0.499, 3.976], [5.911, -2.159, 2.200], [5.407, -3.796, -0.919], [4.995, -3.775, 0.817], [6.521, -3.045, 0.249]], "lowdin_charge": [1.35, -0.11, -0.32, -0.24, -0.18, -0.26, -0.19, -0.20, -0.25, -0.10, 0.09, 0.09, 0.10, 0.13, 0.13, 0.13, 0.14, 0.13, 0.13, 0.13, 0.13, 0.09, 0.09, 0.10, -0.06, -0.11, -0.25, -0.01, -0.09, -0.09, -0.02, -0.20, 0.13, -0.37, 0.15, -0.22, -0.24, -0.21, -0.13, -0.06, -0.23, -0.12, -0.10, -0.08, -0.28, -0.07, -0.09, -0.09, -0.03, -0.23, -0.10, -0.07, 0.10, 0.09, 0.09, 0.12, 0.10, 0.10, 0.12, 0.12, 0.12, 0.06, 0.09, 0.09, 0.09, 0.09, 0.09, 0.10, 0.10, 0.10, 0.10, 0.10, 0.10, 0.09], "molar_mass_g_mol": 643.52, "spin_multiplicity": 1, "homo_ha": -0.218}

=====

Run x
{"formula": "C28H36CsN3O6", "method": "the ωB97M-V functional and the def2-TZVPD basis", "species": ["Cs", "C", "O", "C", "C", "O", "C", "C", "O", "C", "H", "H", "H", "H", "H", "H", "H", "H", "H", "H", "H", "H", "H", "H", "C", "O", "C", "C", "C", "C", "C", "C", "N", "C", "N", "C", "C", "C", "C", "C", "C", "O", "C", "N", "C", "C", "C", "C", "C", "C", "O", "C", "H", "H", "H", "H", "H", "H", "H", "H", "H", "H", "H", "H", "H", "H", "H", "H", "H", "H", "H", "H", "H", "H"], "xyz": [[-1.679, -0.094, 0.785], [-3.789, 2.802, 0.406], [-3.539, 2.105, 1.616], [-4.648, 1.332, 2.013], [-4.380, 0.686, 3.358], [-3.311, -0.245, 3.309], [-3.574, -1.531, 3.841], [-4.169, -2.480, 2.807], [-3.320, -2.730, 1.706], [-2.281, -3.650, 1.979], [-4.591, 3.535, 0.541], [-4.063, 2.117, -0.405], [-2.873, 3.322, 0.135], [-4.874, 0.566, 1.256], [-5.534, 1.972, 2.119], [-5.306, 0.205, 3.690], [-4.121, 1.469, 4.077], [-4.247, -1.469, 4.704], [-2.618, -1.916, 4.201], [-5.078, -2.038, 2.392], [-4.444, -3.421, 3.300], [-2.674, -4.582, 2.397], [-1.536, -3.242, 2.672], [-1.793, -3.867, 1.030], [1.939, 3.031, -2.346], [1.853, 2.645, -0.976], [3.055, 2.278, -0.423], [3.745, 3.184, 0.366], [4.943, 2.831, 0.971], [5.449, 1.554, 0.780], [4.748, 0.640, 0.008], [3.542, 0.980, -0.602], [2.857, 0.050, -1.397], [1.424, -0.076, -1.253], [0.849, -0.091, -2.458], [-0.489, -0.174, -2.954], [-1.618, -0.303, -2.144], [-2.825, -0.350, -2.875], [-2.908, -0.287, -4.256], [-1.751, -0.152, -5.019], [-0.540, -0.089, -4.359], [0.673, 0.057, -5.007], [0.657, 0.126, -6.415], [0.834, -0.167, -0.114], [1.546, -0.323, 1.063], [1.371, 0.577, 2.113], [2.002, 0.403, 3.339], [2.810, -0.697, 3.550], [2.989, -1.628, 2.529], [2.369, -1.448, 1.303], [2.516, -2.314, 0.251], [3.205, -3.525, 0.495], [0.922, 3.056, -2.729], [2.522, 2.314, -2.928], [2.396, 4.019, -2.441], [3.324, 4.173, 0.496], [5.474, 3.547, 1.586], [6.380, 1.259, 1.247], [5.124, -0.371, -0.115], [3.280, -0.868, -1.338], [1.512, 0.042, -3.206], [-3.766, -0.453, -2.329], [-3.865, -0.343, -4.766], [-1.809, -0.099, -6.096], [1.691, 0.236, -6.733], [0.081, 0.983, -6.773], [0.242, -0.784, -6.858], [0.748, 1.449, 1.941], [1.864, 1.137, 4.124], [3.309, -0.844, 4.499], [3.627, -2.484, 2.698], [3.137, -4.102, -0.423], [2.747, -4.093, 1.308], [4.257, -3.350, 0.734]], "lowdin_charge": [1.32, -0.11, -0.31, -0.24, -0.18, -0.25, -0.19, -0.20, -0.25, -0.11, 0.09, 0.09, 0.10, 0.13, 0.13, 0.13, 0.14, 0.13, 0.13, 0.13, 0.13, 0.09, 0.09, 0.10, -0.06, -0.11, -0.25, -0.01, -0.09, -0.09, -0.02, -0.20, 0.13, -0.36, 0.15, -0.23, -0.23, -0.21, -0.13, -0.06, -0.24, -0.12, -0.09, -0.06, -0.30, -0.07, -0.09, -0.09, -0.03, -0.22, -0.10, -0.08, 0.09, 0.09, 0.09, 0.12, 0.10, 0.10, 0.11, 0.13, 0.12, 0.06, 0.09, 0.09, 0.09, 0.09, 0.09, 0.10, 0.10, 0.10, 0.10, 0.10, 0.10, 0.09], "molar_mass_g_mol": 643.52, "spin_multiplicity": 1, "homo_ha": -0.221}

=====

It is run w that is the least stable of them.

=====

Run w
{"formula": "C6H11ClS", "method": "the ωB97M-V functional and the def2-TZVPD basis", "species": ["C", "C", "C", "Cl", "S", "C", "C", "C", "H", "H", "H", "H", "H", "H", "H", "H", "H", "H", "H"], "xyz": [[-0.383, -2.501, 0.216], [-0.643, -1.339, -0.373], [-1.993, -0.589, -0.381], [-2.414, 0.330, 1.096], [0.693, -0.695, -1.338], [1.218, 0.771, -0.349], [1.559, 0.410, 1.065], [0.262, 1.908, -0.575], [-1.127, -2.994, 0.794], [0.599, -2.929, 0.206], [-1.993, 0.094, -1.265], [-2.800, -1.302, -0.561], [2.222, 1.029, -0.852], [2.374, -0.321, 1.024], [1.772, 1.335, 1.676], [0.637, 0.076, 1.520], [0.090, 2.168, -1.653], [-0.723, 1.724, -0.136], [0.649, 2.824, -0.115]], "nbo_charge": [-0.34, -0.20, -0.43, -0.05, 0.20, -0.31, -0.63, -0.64, 0.20, 0.22, 0.24, 0.23, 0.22, 0.22, 0.22, 0.22, 0.22, 0.22, 0.21], "molar_mass_g_mol": 150.67, "spin_multiplicity": 1, "homo_ha": -0.321}

=====

Run x
{"formula": "C6H11ClS", "method": "the ωB97M-V functional and the def2-TZVPD basis", "species": ["S", "C", "C", "Cl", "C", "C", "C", "C", "H", "H", "H", "H", "H", "H", "H", "H", "H", "H", "H"], "xyz": [[0.652, 1.725, -1.087], [0.814, 1.038, 0.506], [2.253, 0.289, 0.628], [2.876, -0.904, -0.600], [-0.240, -0.104, 0.495], [-0.194, -1.168, -0.681], [-1.798, -1.218, -0.727], [-1.913, 0.099, 0.141], [0.366, 3.153, -0.366], [0.615, 1.720, 1.390], [2.254, -0.383, 1.675], [3.183, 0.950, 0.529], [0.019, -0.605, 1.565], [-0.346, -0.548, -1.607], [0.397, -2.218, -0.853], [-2.255, -1.382, -1.830], [-2.060, -1.903, 0.259], [-2.613, 0.395, 1.081], [-2.009, 1.065, -0.519]], "nbo_charge": [0.00, -0.43, -0.39, -0.07, -0.22, -0.47, -0.43, -0.42, 0.15, 0.26, 0.22, 0.24, 0.21, 0.22, 0.25, 0.23, 0.20, 0.23, 0.21], "molar_mass_g_mol": 150.67, "spin_multiplicity": 1, "homo_ha": -0.330}

=====

It is run x that is the least stable of them.

=====

Run w
{"formula": "CH4ClN2O", "method": "the ωB97M-V functional and the def2-TZVPD basis", "species": ["C", "N", "N", "O", "Cl", "H", "H", "H", "H"], "xyz": [[-1.754, 0.232, -0.665], [1.226, -0.340, 0.326], [-1.158, 0.723, 0.298], [-2.085, -0.389, -1.574], [2.199, -0.014, -1.181], [1.015, -1.378, 0.159], [1.683, -0.284, 1.212], [0.160, 0.086, 0.380], [-1.287, 1.363, 1.046]], "nbo_charge": [0.94, -0.73, -0.87, -0.38, 0.25, 0.44, 0.44, 0.44, 0.47], "molar_mass_g_mol": 95.51, "charge": 1, "spin_multiplicity": 1, "homo_ha": -0.606}

=====

Run x
{"formula": "CH4ClN2O", "method": "the ωB97M-V functional and the def2-TZVPD basis", "species": ["C", "N", "N", "O", "Cl", "H", "H", "H", "H"], "xyz": [[-0.798, 0.101, -1.618], [0.798, 0.531, 2.598], [0.147, -0.133, -0.656], [0.276, -1.092, 0.051], [1.882, -0.271, 1.854], [-1.626, -0.508, -1.473], [-0.345, 0.119, -2.581], [-0.855, 1.173, -1.643], [0.522, 0.080, 3.468]], "nbo_charge": [-0.54, -0.49, 0.33, -0.06, 0.50, 0.26, 0.33, 0.31, 0.36], "molar_mass_g_mol": 95.51, "charge": 1, "spin_multiplicity": 1, "homo_ha": [-0.556, -0.516]}

=====

It is run x that is the least stable of them.